Entry from OMol25: a molecular structure, C46H61GeLaN3OS2Si4 in a non-equilibrium geometry (ωB97M-V/def2-TZVPD).

net charge = -2
Kohn-Sham gap (alpha / beta) = 3.26 / 3.81 eV
energy relative to the best compared isomer or geometry (same formula, charge and spin) = 375.97 kJ/mol
molecular weight = 1060.01 g/mol
LUMO (alpha / beta) = 3.42 / 3.42 eV
spin multiplicity = 2
maximum force = 4.27 eV/Å

The geometry in XYZ format:
```
119
C46H61GeLaN3OS2Si4 | OMol25 | ωB97M-V/def2-TZVPD
La 1.054 -0.896 0.046
Ge -1.931 -0.577 0.403
S 1.234 -5.476 1.942
S 1.643 -3.660 -0.382
Si -3.486 1.427 0.465
Si -2.190 -1.599 2.643
Si 1.943 6.770 -0.457
Si -3.186 -2.183 -0.881
O 3.246 -0.217 -0.349
N 2.379 -1.684 1.807
N 0.753 1.611 1.243
N 1.881 -2.934 2.290
C 3.036 7.387 0.934
C -3.202 2.502 1.994
C 2.732 -5.717 2.993
C 1.588 4.957 -0.232
C -5.399 1.254 0.583
C -0.756 -1.107 3.682
C 3.226 -6.754 6.579
C -2.246 -3.433 2.856
C 5.508 0.176 2.513
C -3.075 -1.562 -3.472
C -2.260 -1.381 -4.766
C -0.924 0.780 -4.528
C 0.236 1.900 -6.477
C 0.337 7.707 -0.341
C 0.924 2.802 0.944
C -3.435 -1.550 -7.013
C 1.868 3.634 -6.034
C -2.624 0.603 -6.351
C 2.436 -5.950 4.420
C 4.117 -2.243 3.469
C -0.215 0.055 -2.097
C 2.124 -6.157 7.246
C 1.145 -5.566 6.441
C -5.038 -1.862 -0.620
C -0.625 0.451 -3.198
C -1.964 0.086 -5.233
C 4.172 0.276 0.441
C 5.815 1.964 0.868
C 1.594 -3.795 1.317
C -2.917 -4.050 -0.821
C 1.287 3.775 0.105
C -0.135 1.901 -5.104
C 1.286 2.707 -6.917
C 0.397 2.869 -4.265
C -3.363 -0.179 -7.234
C 3.597 -1.427 2.273
C 6.123 1.347 2.113
C 1.280 -5.497 5.061
C 3.357 -6.641 5.195
C 1.417 3.701 -4.706
C 4.454 -0.358 1.727
C -3.227 2.287 -1.199
C -3.700 -0.858 3.486
C -2.984 -2.152 -5.868
C 2.814 6.809 -2.121
C 4.904 1.424 0.013
H -5.643 -1.875 -1.539
H -5.307 -0.888 -0.170
H -3.133 -3.238 -5.674
H 4.023 6.868 0.877
H 6.774 1.854 2.844
H -4.687 -1.120 3.124
H -2.408 -1.790 -2.601
H -5.779 0.625 1.418
H 2.039 -6.167 8.310
H -0.678 -0.008 3.857
H 3.155 7.808 -2.233
H -1.278 -1.796 -4.479
H 2.720 4.248 -6.323
H 1.838 4.449 -4.037
H 0.204 -5.224 6.899
H 5.793 -0.306 3.473
H -2.784 -4.474 -1.823
H -3.810 -2.395 -3.518
H -0.948 -1.541 4.702
H -0.281 1.278 -7.157
H 0.078 2.877 -3.217
H -2.544 2.009 2.710
H 0.505 -4.973 4.521
H -1.387 -3.983 2.442
H 3.094 8.476 0.882
H -5.774 2.278 0.796
H -2.144 2.431 -1.530
H 3.403 -3.016 3.680
H 4.673 1.925 -0.918
H -2.018 -4.272 -0.250
H -5.890 0.924 -0.345
H 6.390 2.870 0.559
H -2.355 -3.657 3.916
H 5.125 -2.725 3.296
H 2.570 7.129 1.893
H -2.781 3.406 1.590
H 4.277 -7.019 4.697
H 0.493 8.683 -0.779
H -3.750 -4.609 -0.402
H -3.728 3.277 -1.126
H -3.761 0.273 -8.144
H -0.352 7.143 -1.023
H 3.647 6.113 -2.183
H -3.768 1.666 -1.990
H 4.091 -1.633 4.394
H 3.402 -4.861 2.737
H 0.218 -1.523 3.331
H -3.099 -3.942 2.414
H -3.975 -2.119 -7.785
H -0.027 7.816 0.662
H -3.668 0.245 3.605
H 4.006 -7.225 7.133
H -3.618 -0.660 -3.262
H 2.183 6.622 -2.991
H -5.380 -2.587 0.110
H 1.535 2.748 -7.997
H -3.558 -1.306 4.519
H -4.176 2.715 2.445
H 3.254 -6.619 2.537
H -2.639 1.665 -6.569
H 0.617 1.435 2.266
```

Atomic partial charges in e from the Löwdin method, atoms 1 to 6: La 1.50; Ge 0.43; S 0.83; S 0.44; Si 0.36; Si 0.22